{"formula": "C36H31F5N3O4PtSTe", "method": "ωB97M-V with the def2-TZVPD basis set", "species": ["Pt", "C", "C", "C", "C", "C", "C", "C", "C", "N", "C", "O", "C", "C", "C", "C", "C", "N", "C", "O", "N", "C", "C", "C", "C", "C", "C", "C", "C", "H", "H", "H", "H", "H", "H", "H", "H", "H", "H", "H", "H", "H", "H", "H", "H", "H", "H", "H", "H", "H", "C", "C", "C", "O", "H", "H", "H", "H", "H", "H", "H", "Te", "C", "C", "C", "C", "S", "H", "H", "H", "F", "C", "C", "F", "C", "F", "C", "O", "C", "F", "C", "F"], "xyz": [[0.176, 0.132, 0.481], [-2.049, 0.209, -2.936], [-0.891, 1.122, -3.214], [-0.392, 1.272, -4.501], [0.620, 2.180, -4.771], [1.097, 2.992, -3.758], [0.623, 2.861, -2.458], [1.085, 3.795, -1.377], [-0.333, 1.882, -2.181], [-0.742, 1.641, -0.831], [-1.516, 2.572, -0.236], [-2.035, 3.538, -0.782], [-1.709, 2.340, 1.227], [-2.382, 3.214, 2.059], [-2.447, 2.910, 3.413], [-1.844, 1.752, 3.888], [-1.202, 0.933, 2.979], [-1.165, 1.238, 1.698], [-0.563, -0.369, 3.350], [-0.586, -0.751, 4.516], [0.011, -1.007, 2.314], [0.311, -2.394, 2.382], [-0.723, -3.308, 2.656], [-2.117, -2.838, 2.958], [-0.440, -4.667, 2.669], [0.834, -5.138, 2.406], [1.852, -4.233, 2.164], [1.608, -2.865, 2.149], [2.737, -1.905, 1.962], [-2.494, -0.152, -3.863], [-1.727, -0.650, -2.352], [-2.813, 0.726, -2.350], [-0.806, 0.670, -5.302], [1.007, 2.277, -5.778], [1.860, 3.733, -3.970], [1.998, 4.314, -1.672], [0.309, 4.541, -1.186], [1.254, 3.266, -0.444], [-2.832, 4.095, 1.625], [-2.970, 3.568, 4.095], [-1.854, 1.457, 4.928], [-2.388, -2.005, 2.310], [-2.836, -3.646, 2.824], [-2.175, -2.476, 3.987], [-1.242, -5.366, 2.881], [1.035, -6.202, 2.395], [2.862, -4.589, 1.991], [3.614, -2.401, 1.546], [2.442, -1.089, 1.315], [3.008, -1.457, 2.922], [3.895, 1.027, 1.299], [2.645, 1.874, 1.093], [2.730, 3.167, 1.897], [1.442, 1.247, 1.475], [4.780, 1.617, 1.045], [3.879, 0.153, 0.652], [3.969, 0.702, 2.338], [2.634, 2.150, 0.039], [2.766, 2.937, 2.965], [1.847, 3.781, 1.711], [3.623, 3.728, 1.616], [0.909, -1.503, -1.428], [2.439, -0.619, -2.603], [2.863, -1.036, -3.835], [3.919, -0.246, -4.374], [4.281, 0.769, -3.545], [3.341, 0.751, -2.113], [2.427, -1.888, -4.342], [4.391, -0.433, -5.329], [5.038, 1.523, -3.690], [-6.512, -2.684, -1.383], [-5.234, -2.406, -1.074], [-4.934, -1.419, -0.157], [-5.927, -0.734, 0.425], [-3.620, -1.136, 0.159], [-3.374, -0.120, 1.004], [-2.535, -1.857, -0.366], [-1.293, -1.671, -0.019], [-2.888, -2.816, -1.335], [-1.905, -3.476, -1.965], [-4.196, -3.090, -1.678], [-4.467, -4.015, -2.608]], "mulliken_charge": [3.231, -0.810, 1.065, -0.949, -0.934, -0.905, 1.673, -1.539, -1.182, 1.230, -0.160, -0.767, 0.166, -0.568, -0.739, -0.602, 0.288, 0.499, -0.169, -0.778, -0.066, -0.314, 1.713, -1.711, -0.933, -0.882, -0.995, 0.706, -0.398, 0.475, -0.124, 0.225, 0.382, 0.377, 0.358, 0.330, 0.416, -0.035, 0.618, 0.442, 0.625, 0.248, 0.417, 0.393, 0.387, 0.389, 0.412, 0.375, -0.880, 0.377, -1.551, 1.411, -1.828, -0.240, 0.466, 0.312, 0.337, -0.558, 0.449, 0.338, 0.380, -0.201, 0.163, -0.523, -0.465, -0.841, 0.168, 0.384, 0.366, 0.423, -0.342, 0.585, 0.001, -0.344, -0.287, -0.133, -0.282, -0.667, 0.367, -0.333, 0.410, -0.338], "charge": -1, "lumo_ev": 1.29, "e_tot_ha": -3140.566459, "orbital_gap_ev": 5.8691, "de_lowest_kj_mol": 225.7, "homo_ev": -4.58, "molar_mass_da": 1019.40}

=====

{"formula": "C36H32BCoF4P2", "method": "ωB97M-V with the def2-TZVPD basis set", "species": ["C", "C", "C", "C", "C", "C", "P", "C", "C", "C", "C", "C", "C", "Co", "P", "C", "C", "C", "C", "C", "C", "C", "C", "C", "C", "C", "C", "C", "C", "C", "C", "C", "C", "C", "C", "C", "C", "C", "C", "H", "H", "H", "H", "H", "H", "H", "H", "H", "H", "H", "H", "H", "H", "H", "H", "H", "H", "H", "H", "H", "H", "H", "H", "H", "H", "H", "H", "H", "H", "H", "H", "F", "B", "F", "F", "F"], "xyz": [[0.682, -1.179, -2.220], [-0.341, -1.644, -1.399], [-1.655, -1.758, -1.869], [-1.930, -1.480, -3.207], [-0.902, -1.091, -4.065], [0.397, -0.949, -3.557], [0.001, -1.928, 0.342], [-1.277, -3.080, 0.889], [-2.287, -2.600, 1.729], [-3.331, -3.441, 2.100], [-3.390, -4.751, 1.629], [-2.355, -5.239, 0.820], [-1.288, -4.410, 0.439], [0.233, -0.060, 1.185], [0.006, 1.876, 0.390], [-1.313, 1.872, -0.830], [-1.110, 2.178, -2.180], [-2.220, 2.217, -3.024], [-3.493, 1.893, -2.549], [-3.663, 1.513, -1.220], [-2.576, 1.486, -0.354], [-0.281, 3.235, 1.552], [0.550, 3.282, 2.680], [0.413, 4.318, 3.602], [-0.568, 5.295, 3.430], [-1.393, 5.239, 2.307], [-1.263, 4.219, 1.356], [1.579, 2.206, -0.435], [2.607, 1.271, -0.243], [3.838, 1.487, -0.866], [4.052, 2.612, -1.660], [3.033, 3.560, -1.803], [1.793, 3.380, -1.170], [1.594, -2.767, 0.440], [2.109, -3.538, -0.612], [3.354, -4.164, -0.442], [4.082, -4.003, 0.744], [3.548, -3.234, 1.780], [2.307, -2.621, 1.639], [1.276, 2.491, 2.872], [1.063, 4.333, 4.468], [-0.676, 6.092, 4.170], [-2.177, 5.976, 2.183], [-1.926, 4.172, 0.494], [-0.111, 2.389, -2.571], [-2.086, 2.498, -4.062], [-4.352, 1.913, -3.220], [-4.641, 1.239, -0.836], [-2.691, 1.143, 0.680], [2.442, 0.385, 0.390], [4.630, 0.757, -0.718], [5.020, 2.753, -2.146], [3.204, 4.441, -2.414], [1.019, 4.149, -1.252], [1.578, -3.659, -1.561], [3.766, -4.773, -1.247], [5.060, -4.479, 0.871], [4.095, -3.104, 2.710], [1.890, -2.011, 2.444], [-2.238, -1.568, 2.082], [-4.101, -3.051, 2.760], [-4.241, -5.384, 1.896], [-2.387, -6.275, 0.483], [-0.494, -4.807, -0.207], [-2.457, -2.070, -1.196], [-2.953, -1.563, -3.562], [-1.151, -0.846, -5.098], [1.268, -0.643, -4.114], [1.695, -0.986, -1.873], [0.163, 0.740, -5.550], [0.815, 0.557, -5.203], [-0.034, -0.191, 3.155], [0.033, 0.009, 4.675], [0.109, -1.288, 5.194], [1.184, 0.775, 4.921], [-1.136, 0.684, 5.036]], "mulliken_spin": [0.032, 0.039, 0.014, -0.001, 0.026, -0.017, 0.059, -0.045, 0.008, 0.007, 0.001, 0.002, 0.000, 2.412, 0.167, -0.009, 0.007, -0.002, 0.005, 0.001, 0.009, 0.188, 0.122, 0.083, 0.106, 0.232, 0.133, -0.006, 0.026, 0.023, 0.007, -0.001, -0.005, -0.013, 0.007, 0.002, 0.008, 0.000, 0.035, 0.028, 0.004, 0.006, -0.007, 0.031, 0.000, 0.000, 0.000, 0.000, -0.007, 0.018, 0.001, 0.000, 0.000, 0.000, 0.002, 0.000, 0.000, 0.000, 0.000, 0.020, 0.000, 0.000, 0.000, 0.001, -0.002, 0.001, 0.000, 0.000, 0.001, 0.000, 0.000, 0.161, 0.075, 0.001, 0.002, 0.001], "spin_multiplicity": 5, "charge": 2, "lumo_ev": [-6.61, -10.89], "e_tot_ha": -3880.341772, "orbital_gap_ev": [7.5500, 3.2936], "de_lowest_kj_mol": 29.8, "homo_ev": [-14.16, -14.19], "molar_mass_da": 672.34}